DFT (wB97M-V/def2-TZVPD) results for a cluster of 4 separate species, C48H73F13IN3O3S in total.

**SMILES**: CCCCCCCCc1cccc2c1C(=O)c1c(CCC(F)(F)C(F)(F)C(F)(F)C(F)(F)S(F)(F)(F)(F)F)cc(CC(=O)I)cc1C2=O.CCN(CC)CC.CCN(CC)CC.CCN(CC)CC
**HOMO level**: -7.97 eV
**Lowest unoccupied orbital energy**: -0.9 eV
**Energy**: -115834.6665 eV
**Gap between HOMO and LUMO**: 7.05 eV

Last column: Löwdin charge in e.
Atoms and positions in Å:
C1 1.49 5.92 -0.31  -0.118
C2 2.30 6.39 0.90  -0.247
C3 3.81 6.09 0.81  -0.212
C4 4.30 5.22 1.97  -0.199
C5 3.65 3.83 1.98  -0.197
C6 4.60 2.63 2.17  -0.173
C7 4.00 1.61 3.13  -0.188
C8 4.63 0.21 3.10  -0.129
C9 4.75 -0.35 1.72  -0.156
C10 6.01 -0.56 1.15  -0.013
C11 6.16 -1.05 -0.15  -0.042
C12 5.05 -1.33 -0.93  0.005
C13 3.78 -1.09 -0.39  -0.078
C14 3.62 -0.63 0.92  -0.029
C15 2.23 -0.44 1.40  -0.277
O1 1.89 -0.72 2.52  0.127
C16 1.29 0.09 0.38  -0.013
C17 0.26 0.99 0.67  -0.112
C18 -0.03 1.51 2.05  -0.102
C19 0.05 3.04 2.12  -0.038
C20 -0.74 3.73 3.23  -0.399
F1 -1.73 2.95 3.73  0.120
F2 -1.35 4.82 2.68  0.111
C21 0.05 4.36 4.43  -0.337
F3 1.14 4.93 3.85  0.121
F4 -0.68 5.32 5.00  0.161
C22 0.63 3.49 5.60  -0.333
F5 1.44 4.32 6.28  0.157
F6 1.41 2.53 5.07  0.133
C23 -0.41 2.95 6.70  -0.402
F7 -1.61 3.45 6.43  0.140
F8 -0.01 3.43 7.88  0.133
S1 -0.55 1.04 6.94  0.746
F9 -2.12 1.07 6.76  -0.123
F10 -0.73 1.20 8.50  -0.118
F11 1.02 1.00 7.12  -0.114
F12 -0.39 0.85 5.39  -0.131
F13 -0.59 -0.52 7.10  -0.104
C24 -0.57 1.41 -0.39  0.041
C25 -0.40 0.95 -1.69  -0.185
C26 -1.30 1.45 -2.79  -0.160
C27 -0.53 2.36 -3.70  -0.826
O2 0.36 2.03 -4.39  0.036
I1 -1.13 4.43 -3.63  0.785
C28 0.62 0.03 -1.96  0.061
C29 1.46 -0.37 -0.94  -0.057
C30 2.58 -1.31 -1.22  -0.300
O3 2.52 -2.14 -2.09  0.140
H1 0.43 5.95 -0.10  0.062
H2 1.69 6.55 -1.17  0.071
H3 1.76 4.90 -0.58  0.059
H4 1.89 5.94 1.80  0.079
H5 2.17 7.47 0.97  0.103
H6 4.38 7.01 0.77  0.103
H7 4.00 5.54 -0.12  0.108
H8 4.04 5.74 2.89  0.111
H9 5.38 5.13 1.93  0.102
H10 3.08 3.69 1.06  0.104
H11 2.93 3.80 2.80  0.074
H12 5.55 3.00 2.56  0.111
H13 4.78 2.16 1.21  0.109
H14 4.06 2.01 4.14  0.120
H15 2.94 1.52 2.88  0.085
H16 5.62 0.25 3.55  0.115
H17 4.02 -0.44 3.72  0.115
H18 6.88 -0.33 1.74  0.114
H19 7.16 -1.20 -0.54  0.106
H20 5.16 -1.70 -1.93  0.120
H21 0.66 1.07 2.75  0.084
H22 -1.02 1.16 2.33  0.130
H23 -0.36 3.46 1.20  0.118
H24 1.09 3.34 2.14  0.094
H25 -1.37 2.10 -0.19  0.129
H26 -2.16 1.96 -2.38  0.086
H27 -1.63 0.61 -3.40  0.137
H28 0.78 -0.36 -2.96  0.134
C31 -1.74 -2.01 4.30  -0.087
C32 -2.82 -3.06 4.50  -0.266
N1 -2.58 -4.25 3.71  -0.197
C33 -3.73 -5.14 3.62  -0.262
C34 -4.24 -5.82 4.89  -0.076
C35 -1.29 -4.89 3.92  -0.244
C36 -0.92 -5.34 5.34  -0.079
H29 -1.61 -1.81 3.23  0.083
H30 -2.02 -1.08 4.79  0.052
H31 -0.77 -2.32 4.70  0.069
H32 -3.78 -2.65 4.18  0.119
H33 -2.92 -3.27 5.58  0.105
H34 -3.50 -5.90 2.87  0.110
H35 -4.54 -4.55 3.19  0.090
H36 -3.58 -6.62 5.23  0.057
H37 -5.22 -6.26 4.70  0.068
H38 -4.36 -5.11 5.71  0.068
H39 -0.52 -4.20 3.57  0.100
H40 -1.24 -5.75 3.24  0.114
H41 -1.13 -4.55 6.07  0.065
H42 0.14 -5.55 5.39  0.071
H43 -1.46 -6.24 5.65  0.055
C37 1.44 1.68 -11.79  -0.093
C38 1.87 1.37 -10.37  -0.279
N2 2.06 2.55 -9.56  -0.204
C39 2.76 2.30 -8.31  -0.248
C40 2.08 1.40 -7.27  -0.084
C41 0.91 3.44 -9.48  -0.246
C42 -0.41 2.87 -8.95  -0.078
H44 2.13 2.40 -12.25  0.079
H45 1.44 0.77 -12.39  0.071
H46 0.43 2.10 -11.84  0.063
H47 2.84 0.85 -10.40  0.117
H48 1.16 0.65 -9.93  0.102
H49 2.98 3.27 -7.85  0.111
H50 3.73 1.87 -8.57  0.108
H51 1.24 1.89 -6.79  0.033
H52 2.79 1.13 -6.49  0.073
H53 1.72 0.47 -7.72  0.069
H54 0.74 3.85 -10.47  0.100
H55 1.20 4.29 -8.86  0.114
H56 -0.65 1.91 -9.42  0.066
H57 -1.23 3.56 -9.18  0.071
H58 -0.40 2.72 -7.87  0.051
C43 -2.96 -5.75 -2.30  -0.090
C44 -3.79 -5.72 -1.03  -0.275
N3 -4.92 -4.81 -1.10  -0.201
C45 -5.52 -4.53 0.19  -0.248
C46 -6.20 -5.68 0.94  -0.088
C47 -5.83 -5.03 -2.21  -0.248
C48 -6.49 -6.41 -2.33  -0.082
H59 -2.66 -4.74 -2.59  0.079
H60 -2.06 -6.35 -2.14  0.072
H61 -3.50 -6.19 -3.13  0.063
H62 -3.16 -5.37 -0.20  0.115
H63 -4.09 -6.75 -0.77  0.102
H64 -6.24 -3.72 0.05  0.112
H65 -4.73 -4.12 0.83  0.100
H66 -7.16 -5.96 0.49  0.056
H67 -6.40 -5.37 1.96  0.060
H68 -5.57 -6.57 0.98  0.067
H69 -5.29 -4.82 -3.14  0.100
H70 -6.60 -4.26 -2.16  0.113
H71 -5.76 -7.22 -2.22  0.065
H72 -6.93 -6.51 -3.33  0.071
H73 -7.28 -6.56 -1.60  0.054